Record 1
Formula: C20H37N2O4PtSSbSe4Si
Source: the OMol25 dataset
Level of theory: ωB97M-V with the def2-TZVPD basis set

Each line ends with the Löwdin spin population.
Element x y z (Å)
Pt1 -0.593 0.435 0.870  0.974
C1 -2.285 -3.928 -2.574  0.000
C2 -2.717 -2.751 -1.694  0.000
C3 -3.751 -3.231 -0.678  0.000
C4 -3.326 -1.648 -2.551  0.000
O1 -1.563 -2.168 -1.069  0.000
Si1 -0.530 -2.782 0.051  0.014
S1 0.973 -1.378 0.487  0.138
O2 0.129 -4.210 -0.480  0.002
C5 1.302 -4.525 -1.216  0.001
C6 1.070 -5.926 -1.788  0.000
C7 1.549 -3.536 -2.358  0.003
C8 2.511 -4.522 -0.278  0.004
O3 -1.478 -3.226 1.301  0.001
C9 -1.363 -4.161 2.361  0.000
C10 -1.599 -5.580 1.826  0.000
C11 0.021 -4.067 3.002  0.000
C12 -2.455 -3.788 3.360  0.002
H1 -3.146 -4.338 -3.106  0.000
H2 -1.837 -4.705 -1.954  0.000
H3 -1.545 -3.594 -3.305  0.000
H4 -4.634 -3.607 -1.199  0.000
H5 -4.043 -2.412 -0.022  -0.001
H6 -3.335 -4.025 -0.061  0.000
H7 -4.258 -1.980 -3.012  0.000
H8 -2.620 -1.356 -3.328  0.000
H9 -3.525 -0.779 -1.924  0.001
H10 0.249 -5.900 -2.506  0.000
H11 0.803 -6.613 -0.984  0.000
H12 1.968 -6.295 -2.288  0.000
H13 0.667 -3.465 -2.995  0.000
H14 2.403 -3.859 -2.958  0.000
H15 1.753 -2.549 -1.943  0.003
H16 2.368 -5.239 0.533  0.000
H17 2.619 -3.528 0.155  0.005
H18 3.424 -4.777 -0.821  0.000
H19 -0.867 -5.802 1.051  0.000
H20 -2.597 -5.653 1.391  0.000
H21 -1.512 -6.310 2.633  0.000
H22 0.781 -4.408 2.296  0.000
H23 0.069 -4.674 3.908  0.000
H24 0.235 -3.028 3.252  0.000
H25 -3.420 -3.769 2.853  0.000
H26 -2.269 -2.790 3.758  0.002
H27 -2.492 -4.507 4.181  0.000
C13 2.993 4.183 0.633  0.000
C14 1.695 3.475 0.996  0.000
O4 1.684 2.391 1.539  0.004
N1 0.588 4.191 0.663  0.002
C15 -0.789 3.682 0.680  0.011
C16 -1.098 2.952 -0.613  0.032
C17 -1.955 3.479 -1.562  0.000
C18 -2.043 2.872 -2.807  0.014
C19 -1.253 1.762 -3.063  0.000
C20 -0.460 1.258 -2.050  0.020
N2 -0.401 1.816 -0.838  0.065
H28 3.822 3.701 1.143  0.000
H29 2.955 5.239 0.904  0.000
H30 3.148 4.100 -0.445  0.000
H31 0.724 5.041 0.143  0.000
H32 -1.467 4.518 0.819  0.000
H33 -0.895 3.010 1.534  0.009
H34 -2.528 4.364 -1.320  0.000
H35 -2.702 3.271 -3.567  0.001
H36 -1.246 1.287 -4.035  0.000
H37 0.177 0.394 -2.198  0.001
Se1 -3.039 2.054 5.333  0.007
Sb1 -4.006 2.016 3.069  0.024
Se2 -2.746 0.208 1.592  0.529
Se3 -4.077 4.280 2.058  0.030
Se4 -6.277 1.070 3.015  0.101

Molar mass in g mol⁻¹: 1062.4
Spin multiplicity: 3
E_tot in a.u.: -11848.042124
Orbital gap (alpha / beta) in eV: 4.908 / 4.538
Net charge: -2
Strongest force on any atom in eV/A: 1.43

***

Record 2
Formula: C4H5ClN2S
Source: the OMol25 dataset
Level of theory: ωB97M-V with the def2-TZVPD basis set

Each line ends with the natural charge from an NBO analysis.
Element x y z (Å)
C1 1.976 0.970 0.607  -0.743
C2 -0.109 -0.500 -0.457  0.082
C3 -1.101 0.496 -0.334  -0.303
C4 -2.397 0.015 -0.055  0.217
H1 1.455 1.918 0.498  0.237
H2 3.063 1.095 0.578  0.238
H3 1.699 0.579 1.587  0.227
H4 0.150 -2.563 -0.197  0.413
H5 -1.438 -1.992 -0.480  0.404
N1 -0.477 -1.804 -0.463  -0.775
N2 -3.512 -0.249 0.075  -0.312
S1 1.570 -0.180 -0.725  0.285
Cl1 -0.879 2.215 -0.633  0.031

Molar mass in g mol⁻¹: 148.6
Spin multiplicity: 1
E_tot in a.u.: -1123.280531
Orbital gap in eV: 8.903
Strongest force on any atom in eV/A: 2.44
ΔE to the lowest compared entry with this formula, charge and spin in kJ/mol: 84.6

***

Record 3
Formula: C26H30N7OS3Sc
Source: the OMol25 dataset
Level of theory: ωB97M-V with the def2-TZVPD basis set

Each line ends with the natural charge from an NBO analysis.
Element x y z (Å)
Sc1 0.560 -0.692 0.078  1.711
N1 1.338 -4.278 2.297  -0.495
C1 0.141 -4.812 1.825  0.162
C2 -0.496 -6.014 2.107  -0.226
C3 -1.700 -6.224 1.469  -0.177
C4 -2.243 -5.268 0.593  -0.190
C5 -1.599 -4.080 0.317  -0.214
C6 -0.374 -3.860 0.947  0.083
N2 0.516 -2.774 0.890  -0.612
C7 1.501 -3.082 1.717  0.412
C8 2.616 -2.162 1.920  0.058
C9 3.683 -2.228 2.754  -0.389
S1 4.648 -0.833 2.563  0.601
C10 3.579 -0.238 1.397  -0.107
N3 2.561 -1.022 1.144  -0.549
H1 1.967 -4.715 2.951  0.440
H2 -0.079 -6.742 2.788  0.239
H3 -2.243 -7.140 1.652  0.241
H4 -3.197 -5.471 0.127  0.237
H5 -2.030 -3.350 -0.353  0.239
H6 3.950 -2.999 3.458  0.270
H7 3.722 0.709 0.898  0.266
C11 -0.967 5.505 -0.181  -0.623
C12 0.434 5.159 0.289  -0.213
N4 1.006 3.985 -0.419  -0.330
C13 1.864 4.280 -1.581  -0.223
C14 1.105 4.271 -2.897  -0.615
C15 0.714 2.756 -0.035  0.411
S2 1.458 1.446 -0.943  -0.379
N5 -0.147 2.696 1.016  -0.604
C16 -0.566 1.649 1.648  0.686
O1 -0.197 0.412 1.372  -0.825
C17 -1.512 1.794 2.762  -0.108
C18 -1.946 0.676 3.473  -0.166
C19 -2.841 0.826 4.517  -0.215
C20 -3.309 2.090 4.852  -0.146
C21 -2.884 3.208 4.145  -0.211
C22 -1.987 3.063 3.103  -0.152
H8 -1.353 6.330 0.417  0.238
H9 -1.638 4.654 -0.061  0.222
H10 -0.984 5.819 -1.223  0.215
H11 0.444 4.946 1.353  0.232
H12 1.125 5.980 0.107  0.215
H13 2.684 3.564 -1.594  0.226
H14 2.298 5.261 -1.399  0.223
H15 0.622 3.309 -3.069  0.199
H16 1.799 4.460 -3.715  0.236
H17 0.338 5.043 -2.924  0.224
H18 -1.583 -0.308 3.209  0.217
H19 -3.179 -0.040 5.070  0.230
H20 -4.010 2.206 5.668  0.234
H21 -3.253 4.189 4.408  0.234
H22 -1.650 3.923 2.543  0.228
C23 -0.737 -3.524 -3.773  -0.414
N6 -0.120 -2.227 -3.976  -0.367
C24 0.536 -1.888 -5.249  -0.222
C25 1.031 -0.449 -5.011  -0.230
N7 0.308 -0.092 -3.790  -0.562
C26 -0.279 -1.146 -3.230  0.381
S3 -1.206 -1.047 -1.771  -0.275
H23 -0.067 -4.289 -4.161  0.226
H24 -1.691 -3.586 -4.299  0.224
H25 -0.899 -3.691 -2.712  0.234
H26 -0.192 -1.948 -6.059  0.222
H27 1.344 -2.588 -5.453  0.229
H28 0.769 0.221 -5.826  0.235
H29 2.109 -0.404 -4.848  0.213
H30 0.388 0.782 -3.292  0.444

Molar mass in g mol⁻¹: 597.7
Spin multiplicity: 1
E_tot in a.u.: -3422.352508
Orbital gap in eV: 8.091
Net charge: +2
Strongest force on any atom in eV/A: 0.65
ΔE to the lowest compared entry with this formula, charge and spin in kJ/mol: 23.0

***

Record 4
Formula: C12H18FO3Se4Ti
Source: the OMol25 dataset
Level of theory: ωB97M-V with the def2-TZVPD basis set

Each line ends with the Löwdin spin population.
Element x y z (Å)
Ti1 -0.870 0.825 0.107  -0.022
C1 1.157 1.365 -2.784  0.001
O1 0.674 0.424 -1.836  0.000
C2 1.053 -0.918 -2.175  0.000
C3 2.309 -1.321 -1.442  0.000
O2 2.031 -1.389 -0.057  0.000
C4 2.855 -0.636 0.806  0.000
C5 1.994 0.303 1.617  0.004
O3 1.266 1.205 0.766  0.003
C6 2.044 2.333 0.377  0.002
H1 0.748 1.147 -3.774  0.000
H2 0.825 2.353 -2.477  0.000
H3 2.250 1.344 -2.833  0.000
H4 0.225 -1.570 -1.904  0.000
H5 1.201 -0.991 -3.257  0.000
H6 2.644 -2.300 -1.801  0.000
H7 3.112 -0.602 -1.642  0.000
H8 3.386 -1.305 1.492  0.000
H9 3.612 -0.087 0.236  0.000
H10 1.244 -0.248 2.181  0.002
H11 2.602 0.890 2.311  0.001
H12 2.423 2.838 1.269  0.000
H13 1.395 3.013 -0.166  0.001
H14 2.879 2.026 -0.258  0.000
Se1 -1.471 -0.506 2.104  0.052
Se2 -1.314 1.755 2.547  0.421
Se3 -1.260 3.147 -0.916  0.081
Se4 -2.990 2.167 0.234  0.439
F1 -3.213 -3.340 -3.885  -0.001
C7 -2.777 -2.455 -2.962  -0.001
C8 -2.652 -1.125 -3.319  0.001
C9 -2.186 -0.231 -2.369  0.003
C10 -1.848 -0.626 -1.064  0.011
C11 -2.034 -1.976 -0.755  0.000
C12 -2.479 -2.902 -1.694  0.002
H15 -2.921 -0.812 -4.319  0.000
H16 -2.075 0.810 -2.659  0.001
H17 -1.819 -2.349 0.239  0.000
H18 -2.607 -3.948 -1.451  0.000

Molar mass in g mol⁻¹: 593.0
Spin multiplicity: 2
E_tot in a.u.: -11248.833868
Orbital gap (alpha / beta) in eV: 6.775 / 6.181
Strongest force on any atom in eV/A: 0.50
ΔE to the lowest compared entry with this formula, charge and spin in kJ/mol: 0.0